1.
# C32H43F12N4O11

A 5-piece molecular cluster, C32H43F12N4O11 overall in a non-equilibrium geometry (the ωB97M-V functional and the def2-TZVPD basis, the Open Molecules 2025 dataset).

Each line ends with the Mulliken charge.
Cartesian coordinates (Å):
C 4.600 -2.290 3.317  -0.90
C 4.265 -3.097 2.087  0.69
O 4.354 -4.278 2.086  -0.54
O 3.897 -2.479 0.920  -0.41
C 3.290 -1.200 1.090  -0.82
C 4.248 0.008 0.872  -0.48
C 3.459 1.244 0.527  0.64
N 4.462 2.340 0.176  -0.51
C 4.251 3.279 1.227  0.07
N 5.189 3.962 1.904  -0.33
N 2.956 3.305 1.486  -0.07
C 2.616 1.834 1.681  -0.32
C 1.142 1.517 1.771  -0.44
C 0.627 1.782 3.198  -0.49
C -0.854 2.065 3.219  -0.15
O -1.299 3.093 2.789  -0.57
N -1.658 1.052 3.795  -0.33
C -2.124 0.103 2.806  -0.09
C -1.450 -1.106 2.669  0.12
C -1.888 -2.046 1.743  -0.95
C -3.006 -1.769 0.966  -0.65
C -3.667 -0.553 1.081  -0.97
C -3.225 0.385 2.005  0.00
H 5.231 -1.445 3.053  0.31
H 3.707 -1.969 3.846  0.29
H 5.147 -2.941 3.985  0.38
H 2.535 -1.126 0.308  0.41
H 2.760 -1.107 2.036  0.51
H 4.869 -0.247 0.020  0.00
H 4.825 0.137 1.783  0.25
H 2.838 1.197 -0.362  -0.06
H 4.139 2.844 -0.647  0.45
H 5.381 3.663 2.848  0.24
H 5.659 4.789 1.574  0.25
H 2.645 3.953 2.209  0.36
H 3.115 1.639 2.633  0.19
H 0.636 2.167 1.058  0.54
H 0.969 0.478 1.508  0.36
H 1.157 2.627 3.633  0.62
H 0.836 0.906 3.804  0.25
H -2.428 1.481 4.295  0.43
H -0.597 -1.292 3.307  0.58
H -1.371 -2.990 1.655  0.52
H -3.356 -2.518 0.273  0.54
H -4.538 -0.349 0.479  0.55
H -3.722 1.338 2.115  0.39
C -3.100 4.229 0.870  -0.80
C -3.538 5.592 0.382  -0.57
O -4.499 5.483 -0.687  -0.33
C -5.755 5.273 -0.317  0.34
O -6.159 5.165 0.802  -0.51
C -6.660 5.224 -1.561  0.89
F -6.109 4.487 -2.533  -0.25
F -6.854 6.460 -2.035  -0.25
F -7.842 4.699 -1.261  -0.24
H -2.724 3.630 0.038  0.33
H -2.320 4.317 1.619  0.46
H -3.939 3.687 1.308  0.25
H -2.695 6.136 -0.040  0.41
H -3.947 6.194 1.192  0.35
C 0.984 -3.428 -4.398  -1.10
C 0.091 -2.337 -3.850  -0.29
O 0.875 -1.267 -3.270  -0.23
C 1.350 -0.369 -4.118  0.25
O 1.205 -0.339 -5.300  -0.50
C 2.122 0.707 -3.337  0.92
F 2.918 0.160 -2.392  -0.11
F 1.282 1.541 -2.699  -0.25
F 2.887 1.439 -4.131  -0.27
H 1.660 -3.794 -3.625  0.26
H 0.382 -4.260 -4.760  0.40
H 1.594 -3.060 -5.223  0.33
H -0.526 -2.718 -3.040  0.32
H -0.574 -1.937 -4.614  0.35
C 5.908 -2.012 -1.921  -0.58
C 5.262 -1.954 -3.287  0.09
O 6.244 -1.821 -4.327  -0.41
C 6.822 -2.951 -4.724  0.30
O 6.601 -4.044 -4.300  -0.50
C 7.810 -2.654 -5.865  0.92
F 8.551 -1.573 -5.594  -0.25
F 7.138 -2.424 -7.000  -0.25
F 8.625 -3.681 -6.060  -0.23
H 6.559 -1.148 -1.766  0.35
H 5.163 -2.019 -1.128  -0.30
H 6.530 -2.902 -1.823  0.45
H 4.634 -1.072 -3.359  0.02
H 4.632 -2.824 -3.470  0.35
C -9.547 -2.872 0.317  -1.11
C -8.881 -1.713 1.025  -0.19
O -8.132 -2.166 2.173  -0.32
C -6.920 -2.634 1.934  0.34
O -6.377 -2.718 0.872  -0.51
C -6.244 -3.028 3.259  0.94
F -7.076 -3.706 4.052  -0.25
F -5.848 -1.927 3.915  -0.26
F -5.173 -3.784 3.034  -0.25
H -10.169 -3.436 1.012  0.31
H -10.172 -2.506 -0.497  0.38
H -8.808 -3.558 -0.095  0.31
H -9.627 -1.026 1.418  0.34
H -8.233 -1.150 0.355  0.28

Atomic forces in eV per Å
C 0.06 0.17 -0.23
C 0.17 -0.42 0.07
O 0.09 -0.80 -0.15
O -0.21 0.95 0.86
C -0.07 0.83 -0.91
C -1.10 -1.38 -0.03
C 0.27 1.22 -0.40
N 0.44 0.49 1.17
C -0.69 -0.10 -1.94
N -0.02 0.58 0.03
N 0.34 -0.49 2.54
C 0.20 0.18 -0.47
C 0.17 0.69 0.11
C 0.23 -0.65 -0.56
C -0.12 -0.28 0.21
O 0.32 0.32 0.43
N -0.01 0.10 0.26
C 0.18 -0.41 0.03
C -0.05 0.13 -0.10
C -0.07 0.42 0.13
C 0.14 -0.15 -0.09
C 0.19 -0.08 0.33
C 0.08 0.00 -0.01
H -0.06 0.16 0.16
H -0.10 0.20 -0.03
H 0.09 -0.15 0.02
H -0.12 -0.23 -0.08
H 0.04 -0.20 0.16
H 0.36 0.11 0.10
H 0.37 0.38 -0.17
H -0.19 -0.77 0.07
H 0.32 -0.34 -0.45
H -0.42 0.45 0.24
H 0.50 -0.42 -0.40
H 0.00 -0.08 0.03
H -0.16 -0.53 0.09
H -0.24 -0.15 -0.14
H -0.07 -0.09 -0.19
H -0.17 0.23 0.10
H 0.06 -0.01 0.19
H -0.22 0.08 -0.31
H 0.01 -0.12 0.09
H 0.00 -0.12 -0.04
H -0.13 -0.01 -0.08
H -0.09 0.01 -0.10
H -0.09 0.05 -0.01
C -0.27 0.02 -0.29
C 0.38 -0.03 0.27
O -0.07 0.11 -0.11
C 0.30 0.07 0.20
O -0.15 -0.05 -0.04
C -0.22 -0.08 -0.22
F 0.02 0.00 0.04
F 0.05 0.02 0.04
F 0.04 0.01 0.06
H 0.07 0.05 0.00
H -0.20 0.18 -0.18
H 0.00 0.06 0.09
H -0.10 0.00 -0.19
H -0.18 -0.05 -0.05
C 0.30 0.18 0.00
C -0.29 -0.55 -0.15
O 0.05 0.21 0.12
C -0.32 -0.41 -0.01
O 0.14 0.20 -0.04
C 0.21 0.41 0.00
F -0.04 -0.03 0.04
F -0.07 -0.12 0.05
F -0.02 -0.11 -0.06
H -0.09 -0.07 0.04
H -0.03 0.01 0.01
H -0.08 0.00 -0.06
H 0.10 0.14 0.14
H 0.13 0.16 -0.04
C 0.45 0.00 -0.05
C -0.37 0.07 0.42
O 0.02 0.04 -0.13
C -0.26 0.06 0.20
O 0.10 -0.08 -0.07
C 0.28 0.02 -0.18
F -0.04 -0.02 0.02
F -0.06 0.01 0.04
F -0.06 -0.02 0.04
H -0.05 0.05 -0.08
H -0.11 -0.19 -0.10
H -0.10 -0.07 0.06
H 0.14 0.09 -0.24
H 0.16 -0.11 -0.07
C 0.16 -0.23 0.11
C -0.41 0.15 -0.38
O 0.13 0.03 0.13
C -0.26 0.17 -0.17
O 0.18 -0.03 -0.02
C 0.12 -0.18 0.24
F 0.01 0.03 -0.03
F -0.01 0.04 -0.05
F 0.00 0.04 -0.06
H -0.07 0.08 -0.01
H 0.00 0.04 0.01
H 0.02 0.06 -0.06
H 0.07 -0.04 0.20
H 0.16 -0.10 0.06

- Lowest unoccupied orbital energy: -5.111 eV
- Charge: +1
- F_max: 0.0507 hartree/bohr
- Multiplicity: 1
- HOMO energy: -0.425 hartree

=====

2.
# C32H43N6

A 3-piece molecular cluster, C32H43N6 overall in a non-equilibrium geometry (the ωB97M-V functional and the def2-TZVPD basis, the Open Molecules 2025 dataset).

Each line ends with the Mulliken charge.
Cartesian coordinates (Å):
C 3.532 -3.642 2.246  -0.85
C 2.473 -2.846 2.130  -0.23
N 1.539 -3.033 1.012  1.22
N 0.760 -4.092 1.102  -1.25
C -0.082 -4.273 0.122  -0.96
C -0.198 -3.383 -0.954  1.37
C -1.239 -3.736 -2.001  -1.41
N -2.550 -3.776 -1.350  -0.41
C 0.626 -2.268 -1.032  0.83
C 0.599 -1.284 -2.171  -2.19
C -0.445 -0.156 -2.021  -0.26
C -1.898 -0.574 -2.234  0.09
C -2.833 0.621 -1.939  -1.17
C -4.016 0.269 -1.039  -0.24
C -3.658 -0.353 0.335  -0.94
C -2.289 0.041 0.917  0.88
C -2.226 -0.147 2.442  -1.28
C -2.370 -1.615 2.853  0.15
C -3.178 -1.789 4.157  -1.46
C 1.563 -2.122 0.033  0.88
C 2.542 -0.999 0.061  -0.45
C 3.906 -1.264 -0.073  -0.36
C 4.746 -0.159 -0.078  -0.90
C 4.163 1.099 0.067  -0.41
N 2.868 1.360 0.180  -0.61
C 2.057 0.298 0.185  -0.49
H 4.482 -3.241 2.576  0.32
H 3.477 -4.707 2.048  0.30
H 2.169 -2.100 2.851  0.38
H -0.723 -5.141 0.154  0.53
H -1.228 -3.053 -2.836  0.48
H -0.955 -4.725 -2.380  0.51
H -3.295 -3.579 -2.002  0.24
H -2.720 -4.667 -0.908  0.23
H 1.577 -0.836 -2.326  0.56
H 0.364 -1.826 -3.086  0.90
H -0.214 0.584 -2.788  0.44
H -0.395 0.315 -1.048  0.09
H -2.159 -1.353 -1.519  -0.49
H -2.076 -0.939 -3.247  0.71
H -2.249 1.420 -1.481  0.21
H -3.226 1.039 -2.867  0.66
H -4.552 1.197 -0.833  -0.26
H -4.725 -0.393 -1.538  0.38
H -3.700 -1.437 0.238  0.21
H -4.409 -0.045 1.064  0.63
H -1.551 -0.661 0.509  -0.75
H -2.012 1.059 0.646  0.55
H -3.036 0.440 2.876  0.44
H -1.276 0.269 2.782  0.39
H -2.884 -2.197 2.089  0.18
H -1.399 -2.085 3.028  0.10
H -4.007 -1.089 4.221  0.36
H -2.537 -1.737 5.034  0.35
H -3.592 -2.798 4.162  0.38
H 4.285 -2.269 -0.176  0.63
H 5.816 -0.269 -0.155  0.46
H 4.835 1.950 0.086  0.55
H 1.001 0.486 0.298  0.85
N -6.096 2.901 -0.316  -0.36
C -5.874 3.517 -1.476  0.05
C -6.167 4.851 -1.709  -0.73
C -6.726 5.590 -0.679  -0.09
C -6.966 4.966 0.535  -0.54
C -6.633 3.627 0.663  -0.22
H -5.437 2.902 -2.257  0.34
H -5.962 5.299 -2.672  0.34
H -6.971 6.635 -0.819  0.38
H -7.402 5.505 1.364  0.35
H -6.803 3.102 1.597  0.38
N 7.474 2.772 0.583  -0.45
C 8.653 2.552 1.164  -0.19
C 9.866 2.620 0.495  -0.44
C 9.857 2.931 -0.854  -0.14
C 8.641 3.162 -1.477  -0.61
C 7.486 3.072 -0.717  0.05
H 8.616 2.311 2.220  0.37
H 10.792 2.435 1.021  0.35
H 10.782 2.994 -1.412  0.37
H 8.588 3.409 -2.528  0.35
H 6.515 3.250 -1.167  0.38

Atomic forces in eV per Å
C -0.13 -0.02 0.16
C 0.15 -0.28 -0.19
N 0.06 -0.23 1.29
N -0.18 -0.35 -0.04
C 0.08 0.55 -0.27
C -0.23 0.40 -0.79
C 0.11 -0.80 0.59
N 0.15 0.34 -0.06
C 0.37 -0.23 0.57
C -0.37 0.04 -0.07
C -0.20 -0.39 -0.73
C -0.20 0.47 0.50
C -0.10 -0.41 -0.15
C 0.11 0.46 0.59
C 0.28 0.25 -0.29
C -0.14 -0.74 0.27
C 0.04 0.04 -0.76
C -0.43 0.13 0.85
C 0.33 -0.73 -0.38
C -0.74 0.08 -0.72
C -0.45 -0.86 0.20
C 0.03 0.99 -0.06
C -0.60 -0.54 0.15
C 0.75 0.51 -0.12
N -0.20 -0.57 0.09
C 0.75 0.17 -0.03
H -0.33 -0.25 1.34
H 0.31 0.19 -1.35
H 0.56 0.94 -0.67
H 0.11 -0.16 0.30
H -0.12 0.17 -0.01
H 0.05 0.05 -0.22
H -0.06 -0.08 -0.01
H -0.16 -0.06 -0.09
H 0.16 -0.10 0.18
H 0.08 -0.04 -0.09
H 0.17 0.20 0.15
H 0.20 0.14 0.05
H 0.00 -0.22 -0.13
H 0.12 -0.15 -0.03
H -0.03 0.07 0.06
H 0.06 0.02 -0.09
H -0.11 -0.08 -0.10
H 0.03 -0.01 -0.17
H -0.04 -0.07 0.18
H -0.23 -0.12 -0.09
H 0.22 0.27 -0.21
H 0.01 0.07 0.01
H 0.05 0.06 0.18
H -0.04 0.03 0.29
H 0.08 0.11 -0.25
H 0.13 0.02 -0.28
H 0.01 0.11 0.09
H -0.09 0.38 0.13
H -0.13 0.00 0.14
H -0.02 -0.08 -0.01
H 0.07 0.11 -0.05
H -0.09 0.12 0.06
H -0.10 0.02 0.09
N -0.03 0.19 0.01
C 0.02 -0.10 0.02
C -0.01 0.00 0.02
C -0.01 0.05 0.00
C 0.01 0.00 -0.03
C 0.02 -0.11 0.03
H 0.00 0.04 -0.03
H 0.00 -0.02 -0.01
H 0.00 0.00 0.00
H 0.00 -0.02 0.01
H -0.03 0.04 0.02
N 0.03 -0.09 -0.17
C -0.10 -0.01 0.11
C -0.02 0.01 -0.03
C 0.05 0.00 -0.03
C 0.00 -0.01 0.01
C -0.08 -0.01 0.08
H 0.05 0.00 0.00
H -0.01 0.00 0.02
H 0.00 0.00 0.00
H -0.02 0.01 0.00
H 0.03 0.03 -0.06

- Lowest unoccupied orbital energy: -3.833 eV
- Charge: +1
- F_max: 0.0272 hartree/bohr
- Multiplicity: 1
- HOMO energy: -0.414 hartree

=====

3.
# C32H44BCl3MnN5SSi

C32H44BCl3MnN5SSi as an isolated structure (the ωB97M-V functional and the def2-TZVPD basis, the Open Molecules 2025 dataset).

Each line ends with the Mulliken spin population.
Cartesian coordinates (Å):
Mn 0.155 0.025 0.486  5.11
C 2.426 3.551 -3.066  0.00
C 2.475 2.781 -1.793  0.01
C 3.241 2.933 -0.653  0.00
C 2.807 1.937 0.237  0.01
N 1.830 1.228 -0.324  -0.02
N 1.657 1.747 -1.554  0.02
C 3.322 1.649 1.605  0.03
H 3.374 4.058 -3.235  0.00
H 1.637 4.305 -3.028  0.00
H 2.228 2.896 -3.914  0.00
H 4.011 3.662 -0.482  0.00
H 0.960 1.337 -2.166  -0.01
H 4.165 2.304 1.820  0.00
H 3.646 0.611 1.690  0.00
H 2.556 1.826 2.359  0.00
C 2.087 -2.570 -1.401  0.03
C 1.155 -2.639 -2.607  -0.01
C 1.455 -3.875 -3.456  0.00
C 1.234 -1.368 -3.420  -0.04
C 2.378 -1.092 -4.162  0.00
C 2.469 0.054 -4.928  0.00
C 1.399 0.931 -4.969  0.00
C 0.234 0.706 -4.233  -0.01
C -0.889 1.723 -4.429  0.00
C -1.468 2.356 -3.164  0.00
C -2.014 1.191 -5.322  0.00
C 0.178 -0.454 -3.436  -0.01
N -0.981 -0.737 -2.664  -0.09
B -1.245 -0.532 -1.233  -0.09
N -2.643 -0.946 -1.168  -0.03
C -3.057 -1.484 -2.385  0.00
C -2.062 -1.367 -3.280  -0.01
C -3.645 -0.766 -0.165  0.01
C -4.620 0.224 -0.375  0.01
C -5.662 0.335 0.535  0.00
C -5.739 -0.505 1.632  0.00
C -4.762 -1.461 1.832  0.00
C -3.698 -1.608 0.946  -0.06
C -2.658 -2.671 1.213  0.04
C -3.256 -4.071 1.070  0.00
C -2.036 -2.490 2.596  0.02
C -4.573 1.171 -1.559  0.00
C -5.728 0.901 -2.525  0.00
C -4.575 2.637 -1.129  0.00
H 2.008 -3.467 -0.789  0.01
H 1.854 -1.708 -0.758  0.01
H 3.127 -2.471 -1.725  0.00
H 0.130 -2.732 -2.242  0.00
H 2.502 -3.911 -3.762  0.00
H 0.839 -3.910 -4.355  0.00
H 1.258 -4.775 -2.872  0.00
H 3.209 -1.784 -4.130  0.00
H 3.367 0.264 -5.495  0.00
H 1.455 1.816 -5.594  0.00
H -0.411 2.534 -4.991  0.00
H -1.869 1.615 -2.478  -0.01
H -2.277 3.036 -3.437  0.00
H -0.733 2.943 -2.613  -0.01
H -2.678 0.532 -4.765  0.00
H -1.620 0.642 -6.180  0.00
H -2.610 2.026 -5.694  0.00
H -4.045 -1.890 -2.516  0.00
H -2.033 -1.677 -4.311  0.00
H -6.414 1.101 0.392  0.00
H -6.549 -0.399 2.343  0.00
H -4.816 -2.105 2.700  0.00
H -1.871 -2.567 0.464  0.01
H -4.024 -4.247 1.827  0.00
H -2.480 -4.827 1.199  0.00
H -3.712 -4.210 0.090  0.00
H -2.795 -2.593 3.376  0.00
H -1.577 -1.495 2.717  0.00
H -1.264 -3.237 2.771  0.01
H -3.641 0.991 -2.094  -0.01
H -6.688 1.084 -2.038  0.00
H -5.726 -0.129 -2.879  0.00
H -5.660 1.558 -3.394  0.00
H -5.515 2.911 -0.647  0.00
H -4.452 3.279 -2.003  0.00
H -3.766 2.851 -0.434  0.00
S 1.525 -1.312 2.034  0.01
C 1.300 -2.974 1.870  0.02
N 1.179 -4.122 1.785  0.01
Cl -2.857 2.118 2.458  0.00
Si -0.903 2.003 1.703  0.01
Cl -0.871 3.604 0.287  0.01
Cl 0.176 2.873 3.335  0.00

Atomic forces in eV per Å
Mn -0.23 -0.17 -0.35
C 0.04 0.06 -0.02
C -0.01 -0.04 0.07
C -0.06 -0.12 -0.10
C 0.01 0.06 -0.08
N 0.04 -0.04 0.04
N -0.13 0.03 0.03
C 0.02 -0.04 0.00
H 0.01 0.03 0.01
H -0.02 0.03 0.01
H 0.05 0.09 0.13
H 0.06 0.06 0.01
H 0.17 0.11 0.13
H 0.02 0.00 0.02
H -0.02 0.05 -0.01
H -0.06 -0.01 0.03
C 0.03 0.26 0.13
C -0.12 -0.12 0.02
C 0.00 -0.03 0.03
C 0.20 -0.04 0.03
C 0.04 0.03 0.07
C -0.04 0.01 0.02
C -0.08 -0.14 -0.07
C 0.02 0.01 -0.22
C 0.04 0.06 -0.01
C 0.09 0.02 0.04
C -0.02 -0.04 0.01
C -0.26 0.08 0.01
N -0.06 -0.21 -0.02
B 0.09 0.19 -0.08
N -0.05 -0.23 0.02
C 0.05 0.13 -0.07
C -0.10 0.09 0.04
C 0.06 0.05 -0.13
C 0.01 0.01 0.07
C 0.03 0.00 0.04
C -0.02 0.03 0.02
C 0.05 0.02 0.06
C -0.06 0.04 0.09
C 0.08 0.03 -0.06
C 0.03 -0.07 0.00
C 0.10 0.30 0.13
C 0.04 -0.08 -0.08
C -0.03 0.03 0.03
C -0.01 0.01 0.01
H -0.04 -0.04 0.03
H 0.11 -0.28 -0.25
H 0.04 0.03 -0.01
H 0.10 0.00 0.01
H 0.06 0.03 -0.03
H -0.04 0.02 -0.02
H 0.00 -0.03 0.02
H 0.03 -0.04 0.00
H 0.02 0.00 -0.03
H -0.02 -0.05 -0.02
H -0.04 0.00 0.00
H 0.07 0.03 -0.04
H -0.03 0.03 -0.02
H 0.07 -0.02 0.01
H 0.00 -0.02 0.00
H 0.01 -0.01 -0.02
H -0.02 0.04 -0.01
H -0.05 -0.06 0.00
H 0.01 -0.02 -0.02
H -0.02 0.02 0.00
H -0.03 -0.01 0.00
H -0.02 -0.03 0.03
H 0.01 -0.01 0.06
H -0.04 0.02 0.02
H 0.03 -0.01 0.01
H -0.01 0.01 -0.05
H 0.02 -0.02 0.03
H -0.16 -0.29 -0.10
H 0.04 -0.04 -0.01
H -0.13 -0.05 0.04
H -0.01 0.01 0.00
H 0.02 -0.07 -0.01
H 0.00 0.04 -0.04
H -0.02 -0.01 0.02
H 0.00 0.02 -0.02
H 0.08 0.00 0.06
S 0.11 -0.25 0.31
C -0.05 0.49 -0.09
N -0.05 -0.22 -0.04
Cl -0.18 -0.04 -0.04
Si 0.20 0.15 0.26
Cl -0.03 0.09 -0.01
Cl -0.02 0.05 -0.04

- Lowest unoccupied orbital energy (spin up / spin down): 2.353 / 2.353 eV
- Charge: -1
- F_max: 0.0098 hartree/bohr
- Multiplicity: 6
- HOMO energy (spin up / spin down): -0.167 / -0.193 hartree